{
  "formula": "C26H41BrN6P2Zn",
  "method": "ωB97M-V/def2-TZVPD",
  "elements": ["C", "C", "C", "C", "N", "C", "C", "C", "C", "C", "C", "C", "C", "C", "Zn", "P", "H", "H", "H", "H", "H", "H", "H", "H", "C", "C", "H", "H", "H", "H", "H", "C", "C", "H", "H", "H", "H", "H", "C", "C", "H", "H", "H", "H", "H", "Br", "P", "C", "C", "H", "H", "H", "H", "H", "C", "C", "H", "H", "H", "H", "H", "C", "C", "H", "H", "H", "H", "H", "N", "N", "N", "C", "N", "N", "H", "H", "H"],
  "coordinates": [[-0.40379, 5.38057, -5.95589], [-0.63770, 4.11489, -6.54168], [-0.72834, 4.04843, -7.93896], [-0.68684, 5.24410, -8.67480], [-0.51569, 6.43344, -8.09965], [-0.37322, 6.50562, -6.78255], [-0.88152, 2.95574, -5.70261], [-1.34150, 2.61514, -4.53404], [-2.00124, 2.74325, -3.28243], [-1.27383, 2.40080, -2.11467], [-1.90340, 1.70603, -1.10214], [-3.26766, 1.40183, -1.24023], [-4.05622, 2.05918, -2.19693], [-3.42790, 2.81015, -3.17941], [-0.69728, 1.04466, -5.55211], [2.49441, -0.85222, -1.83677], [-0.85283, 3.09342, -8.45044], [-0.24344, 5.47320, -4.88566], [-0.80543, 5.24524, -9.76368], [-0.23723, 7.50478, -6.36012], [-4.02455, 3.38300, -3.89640], [-0.20226, 2.58974, -2.04997], [-5.13749, 1.91282, -2.17652], [-1.31776, 1.36965, -0.25354], [2.41339, -2.41249, -0.82325], [3.32276, -3.58229, -1.16877], [1.35705, -2.71379, -0.88557], [2.57127, -2.07405, 0.20825], [3.20640, -4.35550, -0.39819], [3.05639, -4.05070, -2.12451], [4.38644, -3.31307, -1.19625], [3.47635, -1.34790, -3.31635], [3.73760, -0.15535, -4.24617], [2.89120, -2.11703, -3.84799], [4.42030, -1.81203, -2.99408], [3.94905, -0.50971, -5.26434], [2.86492, 0.50962, -4.29734], [4.60396, 0.42698, -3.90813], [3.72312, 0.08056, -0.81782], [5.14015, -0.47354, -0.72364], [3.23481, 0.14039, 0.17127], [3.74368, 1.10004, -1.23247], [5.77019, 0.22960, -0.16610], [5.18485, -1.42885, -0.18859], [5.61168, -0.60088, -1.70502], [-4.04460, 0.15794, -0.12982], [-1.92037, -2.05444, -4.07784], [-0.09757, -2.13364, -3.69109], [0.31039, -3.60498, -3.72205], [0.04842, -1.68646, -2.70076], [0.43566, -1.52450, -4.43292], [1.38436, -3.74368, -3.56183], [-0.21666, -4.17050, -2.94095], [0.06582, -4.06103, -4.69230], [-2.66229, -2.24334, -2.38186], [-4.13754, -2.63820, -2.40429], [-2.53543, -1.30290, -1.81419], [-2.05736, -3.00560, -1.86907], [-4.53627, -2.66228, -1.38044], [-4.76091, -1.96106, -3.00099], [-4.23943, -3.64521, -2.82213], [-2.37465, -0.31052, -4.21650], [-3.25542, -0.13445, -5.45442], [-1.32372, 0.12719, -4.19199], [-2.84142, 0.10499, -3.31694], [-3.51570, 0.92002, -5.59877], [-2.73532, -0.48045, -6.36207], [-4.19567, -0.69499, -5.33086], [-0.64428, 2.61355, 2.49610], [0.00452, 1.40928, 2.27643], [0.62291, 0.80324, 3.31881], [1.41588, -0.05251, 2.66662], [1.36979, 0.07003, 1.33114], [0.46905, 1.03008, 1.07640], [-1.39654, 2.75846, 1.83676], [-0.91176, 2.65376, 3.47777], [2.02213, -0.75093, 3.21923]],
  "forces_ev_per_a": [[-0.11, -0.45, 0.03], [0.53, 1.02, -0.88], [-0.12, 0.05, -0.07], [0.07, -0.25, 0.33], [-0.15, -0.12, -0.31], [0.06, -0.34, 0.32], [-1.37, -0.53, 2.53], [-0.17, 5.50, -0.07], [0.35, -0.59, -0.90], [0.29, -0.81, 0.32], [-0.03, 0.36, -0.05], [0.45, 0.41, 0.05], [0.07, 0.55, -0.42], [-0.65, -0.83, -0.17], [0.47, -2.40, -0.97], [0.98, -0.31, 0.55], [-0.05, 0.27, 0.12], [-0.14, 0.04, -0.14], [0.10, -0.09, 0.44], [0.02, -0.36, -0.09], [0.29, -0.53, -0.04], [-0.16, -0.25, -0.15], [0.30, 0.32, -0.01], [-0.07, -0.13, -0.11], [-0.68, 0.27, -0.13], [0.15, -0.33, 0.02], [0.22, -0.22, 0.21], [-0.07, -0.08, -0.21], [0.05, 0.12, -0.17], [0.14, 0.16, 0.16], [-0.31, -0.02, -0.03], [-0.30, -0.02, -0.25], [0.24, -0.27, -0.18], [0.24, 0.18, 0.18], [-0.32, 0.08, -0.16], [0.04, 0.16, 0.24], [0.10, 0.00, 0.03], [-0.28, -0.02, -0.08], [-0.34, 0.56, -0.13], [0.25, -0.04, 0.09], [0.38, 0.09, -0.54], [0.07, -0.13, 0.20], [-0.13, -0.11, -0.07], [-0.07, 0.14, -0.15], [-0.10, 0.00, 0.18], [-0.30, -0.05, 0.51], [-0.21, -1.87, 0.69], [-0.94, 0.24, 0.36], [0.09, -0.22, -0.25], [0.28, 0.04, -0.18], [0.16, -0.06, -0.04], [-0.20, 0.11, 0.05], [0.13, 0.13, -0.20], [0.03, 0.10, 0.28], [0.43, -0.19, 0.19], [0.04, -0.36, 0.14], [0.24, -0.43, -0.28], [-0.29, 0.09, 0.01], [0.04, 0.02, -0.32], [0.12, -0.03, 0.11], [-0.11, 0.20, 0.02], [-0.03, 0.30, -0.55], [0.29, 0.98, -0.21], [0.07, 0.04, 0.19], [0.25, 0.02, -0.27], [-0.21, -0.04, -0.09], [-0.37, -0.18, 0.11], [0.50, 0.06, -0.10], [0.21, 0.03, -0.06], [2.09, -0.77, 0.37], [-0.87, 0.14, -1.90], [-0.27, 0.59, 0.37], [-1.41, 0.62, 0.25], [0.13, -0.26, 1.61], [-0.16, -0.20, 0.21], [-0.13, -0.08, -0.33], [0.14, -0.02, -0.21]],
  "mulliken_charge": [-0.42, 1.05, -0.39, -0.41, -0.49, -0.37, -0.03, -0.07, 0.80, -0.65, 0.02, -0.61, -0.36, -0.68, -0.43, 0.65, 0.40, 0.43, 0.38, 0.39, 0.53, 0.53, 0.50, 0.97, -0.40, -1.34, 0.39, 0.33, 0.43, 0.26, 0.26, -0.47, -1.38, 0.31, 0.49, 0.42, 0.15, 0.33, -0.36, -1.25, 0.30, 0.42, 0.41, 0.24, 0.27, 0.06, -0.11, 0.43, -1.28, -0.38, 0.35, 0.16, 0.33, 0.47, 0.15, -1.33, -0.31, 0.50, 0.38, 0.24, 0.41, 0.53, -1.17, 0.50, -0.54, 0.38, 0.34, 0.44, -0.57, 1.10, -0.86, -0.20, -0.21, -0.40, 0.27, 0.32, 0.44],
  "charge": 2,
  "e_above_lowest_ev": 2.582,
  "e_lumo_ev": [-9.02, -9.56],
  "e_tot_ev": -173581.8280
}

{
  "formula": "C26H41FeN5OSSb",
  "method": "ωB97M-V/def2-TZVPD",
  "elements": ["Fe", "C", "C", "N", "N", "C", "O", "C", "C", "C", "C", "C", "C", "C", "C", "C", "C", "C", "N", "H", "H", "H", "H", "H", "H", "H", "H", "H", "H", "H", "H", "C", "C", "C", "C", "N", "C", "S", "N", "C", "C", "C", "C", "H", "H", "H", "H", "H", "H", "H", "H", "H", "H", "H", "H", "H", "H", "H", "H", "H", "H", "H", "H", "C", "Sb", "C", "C", "H", "H", "H", "H", "H", "H", "H", "H", "H"],
  "coordinates": [[1.18865, -1.26267, -1.63274], [4.92102, -2.50335, -0.36133], [3.51102, -2.37573, -0.79825], [2.91739, -1.25561, -1.01902], [3.53924, -0.03647, -0.92581], [2.76370, 0.84164, -1.49468], [1.58410, 0.50215, -2.01539], [3.12120, 2.26100, -1.53322], [2.33524, 3.15039, -2.26834], [2.63417, 4.50280, -2.25495], [3.70997, 4.96737, -1.50961], [4.49803, 4.08160, -0.78271], [4.21104, 2.72830, -0.79598], [2.64880, -3.54963, -1.11361], [3.07117, -4.85103, -0.96463], [2.23730, -5.88571, -1.38694], [1.01765, -5.57820, -1.95325], [0.64731, -4.24456, -2.06120], [1.42627, -3.24951, -1.64599], [5.30736, -1.54129, -0.03958], [5.52779, -2.86516, -1.19580], [5.00411, -3.22724, 0.44958], [1.50673, 2.78103, -2.85818], [2.03593, 5.19461, -2.83246], [3.94321, 6.02381, -1.50299], [5.33862, 4.45054, -0.21128], [4.81624, 2.03155, -0.23368], [4.04312, -5.06105, -0.54327], [2.55375, -6.91476, -1.28372], [0.35160, -6.34886, -2.31310], [-0.30336, -3.96791, -2.49507], [-4.75793, 0.36793, 1.86169], [-3.82906, 1.13504, 2.79137], [-2.80252, 0.25526, 3.50082], [-1.77571, -0.41469, 2.59525], [-1.00084, 0.61455, 1.88937], [-0.42637, 0.55900, 0.70423], [-0.50846, -0.94547, -0.21535], [0.23273, 1.59044, 0.22345], [0.46232, 2.85313, 0.93473], [-0.71063, 3.82176, 0.82733], [-0.38756, 5.18365, 1.43851], [-0.11080, 5.12586, 2.93605], [-5.50262, 1.02765, 1.41811], [-5.29041, -0.41778, 2.40151], [-4.20942, -0.10153, 1.04089], [-4.41625, 1.64646, 3.55523], [-3.32338, 1.92789, 2.22979], [-3.31124, -0.54143, 4.04856], [-2.26933, 0.83932, 4.25779], [-2.24556, -1.05613, 1.85145], [-1.09353, -1.02289, 3.19165], [-0.92073, 1.49833, 2.37719], [0.55849, 1.50426, -0.73436], [1.34955, 3.29709, 0.48305], [0.72483, 2.61840, 1.96934], [-1.60159, 3.40841, 1.31387], [-0.96108, 3.93201, -0.23091], [-1.23008, 5.85001, 1.24900], [0.46821, 5.61854, 0.91358], [-0.94279, 4.66003, 3.47064], [0.01762, 6.12521, 3.34838], [0.79763, 4.56793, 3.17028], [-5.15838, -3.53736, -1.29037], [-3.30306, -2.58187, -0.83686], [-2.60692, -2.30282, -2.83926], [-2.17671, -4.29441, -0.23334], [-4.95277, -4.43131, -1.87807], [-5.79191, -2.85949, -1.85767], [-5.66418, -3.81173, -0.36765], [-2.82850, -3.18259, -3.44432], [-1.53521, -2.10767, -2.86996], [-3.10953, -1.44048, -3.27298], [-2.41073, -5.14388, -0.87535], [-2.44573, -4.54453, 0.79139], [-1.10823, -4.08813, -0.26086]],
  "forces_ev_per_a": [[-0.46, 0.60, 0.06], [-0.01, 0.02, -0.02], [-0.20, -0.26, 0.00], [0.10, 0.07, 0.10], [-0.07, -0.04, -0.07], [0.06, 0.19, 0.03], [-0.06, -0.46, 0.11], [-0.01, -0.02, 0.02], [-0.01, 0.02, 0.00], [-0.02, 0.00, -0.01], [0.02, 0.00, 0.00], [0.00, -0.01, -0.02], [0.00, 0.04, 0.02], [0.00, 0.05, 0.01], [0.01, 0.13, 0.00], [-0.06, -0.01, -0.03], [0.07, -0.05, 0.01], [-0.07, 0.06, -0.09], [0.24, 0.04, 0.24], [-0.01, 0.00, -0.01], [0.01, -0.01, 0.01], [0.00, 0.01, 0.00], [0.00, 0.00, 0.00], [0.00, -0.01, 0.00], [0.00, 0.00, 0.00], [0.00, -0.01, 0.00], [0.01, -0.01, 0.01], [0.01, -0.02, 0.00], [0.00, 0.00, 0.00], [-0.01, 0.01, 0.01], [-0.02, 0.02, -0.01], [0.04, -0.05, -0.07], [-0.01, 0.02, 0.01], [0.02, -0.04, 0.05], [0.00, -0.11, 0.00], [0.05, 0.07, -0.11], [0.13, 0.14, 0.22], [0.55, -0.49, -0.39], [0.05, 0.00, -0.20], [0.01, 0.00, -0.04], [-0.05, 0.00, -0.01], [0.00, 0.00, -0.02], [-0.01, 0.00, 0.04], [0.00, 0.01, 0.02], [0.01, 0.00, 0.00], [-0.03, 0.00, 0.02], [0.00, 0.00, 0.01], [0.01, 0.02, 0.00], [-0.01, 0.01, -0.01], [0.02, 0.01, 0.00], [-0.09, 0.02, 0.01], [0.01, -0.02, -0.03], [-0.08, 0.01, -0.05], [-0.01, 0.05, 0.10], [0.03, 0.00, 0.00], [-0.01, 0.04, 0.00], [0.02, -0.03, 0.00], [0.00, 0.02, 0.01], [0.00, -0.01, 0.00], [0.01, -0.01, 0.01], [-0.01, 0.00, 0.00], [0.00, 0.00, -0.01], [0.01, 0.00, 0.00], [0.16, -0.10, -0.06], [-0.32, 0.51, 0.39], [-0.01, -0.26, -0.13], [-0.03, -0.17, -0.15], [-0.09, -0.01, -0.01], [0.01, 0.02, -0.01], [0.00, 0.00, 0.01], [0.05, 0.03, -0.04], [0.08, 0.03, -0.01], [-0.04, -0.01, 0.01], [0.08, -0.05, 0.00], [-0.03, -0.01, 0.00], [-0.03, 0.02, 0.08]],
  "lowdin_spin": [0.77, 0.00, -0.02, -0.01, 0.00, 0.00, 0.02, 0.00, 0.00, 0.00, 0.00, 0.00, 0.00, 0.00, 0.00, 0.01, 0.00, 0.00, 0.00, 0.00, 0.00, 0.00, 0.00, 0.00, 0.00, 0.00, 0.00, 0.00, 0.00, 0.00, 0.00, 0.00, 0.00, 0.00, 0.00, 0.00, 0.01, 0.10, 0.01, 0.00, 0.00, 0.00, 0.00, 0.00, 0.00, 0.00, 0.00, 0.00, 0.00, 0.00, 0.00, 0.00, 0.00, 0.00, 0.00, 0.00, 0.00, 0.00, 0.00, 0.00, 0.00, 0.00, 0.00, 0.03, 0.07, 0.00, 0.01, 0.00, 0.00, 0.00, 0.00, 0.00, 0.00, 0.00, 0.00, 0.00],
  "charge": 2,
  "multiplicity": 2,
  "s2": 0.902,
  "e_lumo_ev": [-7.89, -8.43],
  "e_tot_ev": -88870.6171
}

{
  "formula": "C26H41GeN5OsSi3",
  "method": "ωB97M-V/def2-TZVPD",
  "elements": ["Os", "N", "C", "C", "N", "C", "C", "N", "C", "C", "N", "H", "H", "H", "H", "H", "H", "C", "C", "C", "C", "N", "C", "C", "C", "C", "C", "C", "C", "H", "H", "H", "H", "H", "H", "H", "H", "C", "Si", "C", "C", "Ge", "Si", "C", "C", "C", "Si", "C", "C", "C", "H", "H", "H", "H", "H", "H", "H", "H", "H", "H", "H", "H", "H", "H", "H", "H", "H", "H", "H", "H", "H", "H", "H", "H", "H", "H", "H"],
  "coordinates": [[0.33914, 1.35408, -0.02868], [3.95504, 2.94441, -1.14650], [4.50710, 1.70689, -0.73782], [3.48861, 0.98050, -0.22779], [2.33507, 1.73425, -0.24343], [2.64899, 2.92284, -0.78512], [1.61660, 3.89981, -0.74257], [0.45656, 3.49653, -0.26209], [-0.35438, 4.63391, -0.25797], [0.35219, 5.69243, -0.68918], [1.59907, 5.23346, -1.05914], [4.42514, 3.72404, -1.56942], [5.56149, 1.44365, -0.81640], [3.59223, -0.03444, 0.08154], [-1.34269, 4.63472, 0.15926], [0.02294, 6.73634, -0.74919], [2.31297, 5.74590, -1.58225], [-3.88539, 1.88646, -1.05226], [-4.47861, 2.03701, 0.18905], [-3.66286, 2.01023, 1.32541], [-2.26702, 1.77428, 1.21646], [-1.69642, 1.65171, -0.05224], [-2.49983, 1.73596, -1.14603], [-1.34263, 1.71991, 2.28342], [-1.67665, 2.05485, 3.62916], [-0.68280, 2.23076, 4.57791], [0.66029, 1.90686, 4.27702], [1.00146, 1.55750, 2.92318], [0.04988, 1.49617, 1.90828], [-4.46557, 2.02053, -1.98020], [-5.55718, 2.20639, 0.29182], [-4.09513, 2.27408, 2.29085], [-2.05828, 1.57610, -2.11405], [-2.68412, 2.22210, 3.97208], [-0.93880, 2.59263, 5.58633], [1.45263, 1.98542, 5.00592], [2.04196, 1.33027, 2.69314], [-0.18150, -1.42330, -3.90955], [1.06347, -1.79191, -2.56551], [1.55056, -3.57318, -2.92267], [2.50209, -0.75517, -3.11217], [0.20897, -1.33498, -0.39204], [-2.11956, -2.10596, -0.53461], [-2.40032, -3.94585, -0.76627], [-3.12745, -1.31322, -1.87847], [-2.97770, -1.69288, 1.09600], [1.37427, -2.48985, 1.34932], [3.14772, -1.98654, 1.65307], [0.50371, -2.36097, 3.01046], [1.31412, -4.39433, 1.11548], [0.39225, -1.24129, -4.80836], [-0.71801, -0.48289, -3.68160], [-0.94338, -2.20608, -4.04999], [1.43592, -3.77503, -3.96010], [0.80402, -4.16062, -2.40523], [2.52689, -3.93168, -2.57857], [2.68478, -0.93204, -4.14291], [3.40172, -1.02315, -2.52848], [2.25855, 0.31366, -2.97394], [-2.17364, -4.27530, -1.78858], [-3.42614, -4.18698, -0.51189], [-1.68934, -4.47618, -0.10360], [-3.55194, -2.08882, -2.48745], [-2.50953, -0.69632, -2.58210], [-3.91591, -0.69102, -1.46449], [-3.48236, -2.59320, 1.44130], [-3.72677, -0.87299, 1.01833], [-2.28353, -1.38228, 1.86618], [3.17066, -0.91979, 1.88101], [3.75016, -2.28281, 0.79857], [3.49730, -2.55564, 2.49385], [0.73454, -1.38826, 3.47137], [0.80898, -3.14948, 3.72022], [-0.59220, -2.46081, 2.87909], [1.13689, -4.72971, 0.06810], [0.54046, -4.89312, 1.70491], [2.28022, -4.86857, 1.41282]],
  "forces_ev_per_a": [[-0.62, -0.65, -1.01], [-0.88, -1.28, 1.21], [-0.02, 0.98, -0.53], [0.69, 0.21, -0.33], [0.26, -0.51, -0.47], [1.42, -0.36, -0.12], [0.21, 1.59, -0.86], [-0.30, 1.38, -1.07], [-0.11, -1.03, 0.82], [0.08, 1.01, -0.61], [-0.02, -0.98, 0.36], [0.35, 0.13, -0.04], [-0.42, 0.30, -0.21], [-0.42, -0.29, 0.34], [-0.18, -0.11, -0.06], [0.43, -0.58, -0.15], [-0.35, -0.12, 0.51], [0.49, 0.62, -0.83], [0.24, 0.11, 0.65], [0.78, 0.14, -0.15], [-2.12, 0.38, -2.02], [-1.32, -0.51, 0.64], [-0.67, -0.36, 0.53], [1.38, 0.56, 2.52], [0.39, -0.29, -1.46], [1.21, -0.40, 0.57], [-0.30, 0.00, -2.23], [0.22, 0.21, 2.34], [-1.52, 0.09, 2.23], [0.37, -0.37, 0.56], [0.49, -0.05, -0.07], [0.18, -0.42, -0.19], [0.35, 0.21, -0.09], [-0.29, 0.05, -0.32], [0.10, -0.32, -0.58], [-0.07, 0.00, 0.15], [-0.13, 0.12, 0.13], [-1.23, 0.54, 1.15], [0.43, -1.35, -3.87], [-0.02, 0.00, 2.18], [0.45, 1.29, 2.63], [0.33, 1.43, 1.28], [-2.36, -1.11, -0.46], [2.07, 0.00, 0.02], [1.28, 1.29, -0.87], [0.28, 1.06, 0.32], [0.18, -2.28, 1.63], [-0.71, 0.36, -0.89], [-0.71, 0.82, 0.05], [0.40, -0.31, -1.32], [0.09, -0.19, -0.33], [0.15, -0.27, -0.29], [0.35, 0.24, -0.11], [-0.09, 0.13, -1.06], [-0.23, -0.65, 0.05], [-0.14, 0.28, -0.02], [-0.03, -0.44, -1.00], [-0.23, 0.33, -0.36], [0.37, -0.25, -0.13], [-0.17, 0.06, 0.19], [-0.18, 0.03, 0.09], [-0.58, -0.15, -0.17], [-0.32, -0.47, -0.26], [-0.68, -0.38, 0.53], [-0.05, -0.04, -0.02], [0.04, -0.13, -0.03], [0.51, -0.56, -0.26], [0.11, 0.00, 0.47], [0.44, -0.07, 0.03], [0.36, 0.34, -0.11], [0.10, -0.23, 0.55], [-0.32, -0.20, 0.05], [0.13, 0.21, -0.54], [0.48, 0.13, 0.24], [0.20, 0.19, 0.53], [-0.04, 0.36, 0.10], [-0.55, 0.53, -0.14]],
  "lowdin_spin": [2.70, 0.03, 0.00, 0.02, 0.07, 0.06, 0.03, 0.06, 0.02, 0.01, 0.02, 0.00, 0.00, 0.00, 0.00, 0.00, 0.00, 0.02, 0.03, 0.02, 0.03, 0.07, 0.05, 0.12, 0.00, 0.12, -0.02, 0.14, 0.22, 0.00, 0.00, 0.00, 0.01, 0.00, 0.00, 0.00, 0.01, 0.02, 0.23, 0.05, 0.07, 0.40, 0.15, 0.01, 0.02, 0.07, 0.04, 0.01, 0.02, 0.00, 0.00, 0.00, 0.00, 0.01, 0.00, 0.00, 0.01, 0.00, 0.01, 0.00, 0.00, 0.00, 0.00, 0.00, 0.00, 0.01, 0.00, 0.00, 0.00, 0.00, 0.00, 0.00, 0.00, 0.00, 0.00, 0.00, 0.00],
  "charge": 3,
  "multiplicity": 6,
  "s2": 8.803,
  "e_lumo_ev": [-8.86, -12.14],
  "e_tot_ev": -117666.5609
}

> Which formula does entry 2 have?

C26H41FeN5OSSb